1.
Molecular formula: C34H80Cl4O26P4
Method: DFT, the ωB97M-V functional and the def2-TZVPD basis

## Properties
gap between HOMO and LUMO: 10.06 eV
SMILES: COP(=O)(OC)OC.COP(=O)(OC)OC.COP(=O)(OC)OC.COP(=O)(OC)OC.CCOC(C)=O.CCOC(C)=O.CCOC(C)=O.CCOC(C)=O.CCOC(C)=O.ClCCl.ClCCl
LUMO level: 0.0 eV
spin multiplicity: 1
HOMO energy: -10.06 eV

CARTESIAN COORDINATES (ANGSTROEM)
C: -0.316 6.637 3.465
Cl: 0.106 4.905 3.111
Cl: -0.272 7.585 2.011
H: -1.343 6.737 3.794
H: 0.523 6.951 4.072
C: -0.035 -5.614 -1.462
Cl: 0.046 -7.270 -0.833
Cl: -1.706 -5.436 -2.084
H: 0.232 -4.939 -0.656
H: 0.695 -5.605 -2.264
C: -3.995 -0.423 7.273
O: -4.063 0.487 6.200
P: -3.224 1.834 6.276
O: -3.334 2.488 7.599
O: -3.854 2.638 5.049
C: -3.445 3.994 4.985
O: -1.742 1.506 5.795
C: -0.591 2.256 6.157
H: -3.389 -0.158 8.140
H: -3.583 -1.380 6.936
H: -5.006 -0.612 7.640
H: -4.159 4.482 4.323
H: -2.432 4.130 4.603
H: -3.466 4.598 5.896
H: 0.205 1.601 6.495
H: -0.642 3.007 6.951
H: -0.210 2.888 5.351
C: 7.354 -1.406 -3.269
O: 7.492 -2.073 -2.005
P: 6.382 -3.119 -1.503
O: 6.626 -3.655 -0.159
O: 5.024 -2.352 -1.792
C: 3.866 -3.206 -1.785
O: 6.394 -4.277 -2.660
C: 7.647 -4.799 -3.094
H: 6.392 -1.345 -3.775
H: 7.970 -1.963 -3.984
H: 7.815 -0.435 -3.128
H: 3.316 -3.172 -0.843
H: 4.128 -4.250 -1.948
H: 3.136 -2.934 -2.546
H: 7.564 -5.879 -2.976
H: 8.507 -4.353 -2.598
H: 7.785 -4.640 -4.167
C: -1.887 -1.997 -1.242
O: -1.213 -1.386 -0.144
P: -0.653 0.094 -0.315
O: -1.655 1.009 -0.877
O: -0.067 0.481 1.088
C: -0.610 1.521 1.917
O: 0.678 -0.140 -1.167
C: 0.727 -0.524 -2.519
H: -2.270 -1.283 -1.978
H: -2.840 -2.364 -0.855
H: -1.292 -2.757 -1.733
H: -1.562 1.162 2.312
H: -0.977 2.246 1.180
H: 0.068 2.006 2.607
H: 1.513 -0.171 -3.188
H: -0.203 -0.194 -2.994
H: 0.778 -1.615 -2.604
C: 5.385 2.118 -6.999
O: 5.570 3.017 -5.927
P: 5.796 2.591 -4.420
O: 6.926 1.678 -4.184
O: 6.031 4.011 -3.730
C: 6.519 4.080 -2.404
O: 4.312 2.227 -3.925
C: 3.981 1.163 -3.073
H: 5.562 1.065 -6.756
H: 6.124 2.285 -7.781
H: 4.365 2.180 -7.373
H: 7.590 4.288 -2.321
H: 6.373 3.127 -1.892
H: 6.087 4.912 -1.848
H: 3.060 1.361 -2.522
H: 4.736 0.964 -2.307
H: 3.825 0.246 -3.650
O: 4.278 -3.278 4.804
C: 3.898 -2.641 3.864
O: 2.889 -1.758 3.881
C: 2.269 -1.431 5.094
C: 0.989 -0.647 4.897
C: 4.500 -2.648 2.489
H: 2.842 -0.782 5.768
H: 2.121 -2.272 5.778
H: 1.216 0.224 4.273
H: 0.557 -0.272 5.824
H: 0.096 -1.078 4.441
H: 5.087 -3.539 2.257
H: 5.066 -1.777 2.164
H: 3.792 -2.763 1.658
O: -9.399 -2.352 -1.505
C: -8.932 -3.457 -1.423
O: -7.685 -3.809 -1.710
C: -6.827 -2.900 -2.396
C: -5.539 -3.698 -2.606
C: -9.721 -4.669 -0.904
H: -6.619 -2.011 -1.802
H: -7.156 -2.607 -3.391
H: -4.568 -3.213 -2.702
H: -5.687 -4.485 -3.349
H: -5.331 -4.343 -1.741
H: -10.648 -4.363 -0.434
H: -9.088 -5.137 -0.148
H: -9.797 -5.360 -1.742
O: 3.596 5.939 -1.571
C: 3.020 5.583 -2.574
O: 2.075 4.657 -2.546
C: 1.653 4.095 -1.295
C: 0.738 5.031 -0.590
C: 3.334 6.211 -3.919
H: 2.513 3.929 -0.638
H: 1.258 3.088 -1.422
H: 0.092 4.594 0.173
H: -0.022 5.366 -1.308
H: 1.231 5.917 -0.196
H: 3.222 7.282 -3.765
H: 2.516 5.948 -4.593
H: 4.291 5.878 -4.305
O: -6.752 0.561 -2.856
C: -5.723 1.166 -2.708
O: -5.553 2.479 -2.510
C: -6.678 3.356 -2.661
C: -7.310 3.322 -4.046
C: -4.423 0.412 -2.528
H: -6.372 4.386 -2.491
H: -7.345 3.085 -1.841
H: -8.086 2.572 -4.197
H: -6.518 3.269 -4.789
H: -7.919 4.226 -4.144
H: -3.583 0.905 -3.007
H: -4.569 -0.614 -2.858
H: -4.307 0.332 -1.444
O: -1.578 -2.718 5.491
C: -1.904 -2.655 4.328
O: -1.296 -3.240 3.310
C: -0.101 -3.986 3.533
C: 0.181 -4.916 2.359
C: -2.983 -1.697 3.874
H: -0.234 -4.574 4.445
H: 0.703 -3.267 3.698
H: 0.052 -4.275 1.480
H: -0.438 -5.799 2.243
H: 1.246 -5.131 2.447
H: -2.559 -0.730 3.610
H: -3.831 -1.625 4.546
H: -3.412 -2.132 2.964

Mulliken atomic charge list, values in e, 6 entries: -0.3356 -0.1077 -0.1421 0.2260 0.3373 0.2984



2.
Molecular formula: C34H81ClFN4O14P2
Method: DFT, the ωB97M-V functional and the def2-TZVPD basis

## Properties
gap between HOMO and LUMO: 6.66 eV
charge: +1
LUMO level: -3.6 eV
spin multiplicity: 1
HOMO energy: -10.27 eV

CARTESIAN COORDINATES (ANGSTROEM)
C: 5.109 3.977 -2.964
C: 4.109 2.790 -2.918
C: 2.615 3.213 -3.131
C: 1.926 2.162 -4.035
C: 1.687 0.818 -3.224
N: 0.705 2.629 -4.744
C: 0.816 2.773 -6.211
C: -0.422 2.906 -4.170
N: -1.528 3.268 -4.980
C: -2.371 2.249 -5.609
C: -1.997 0.769 -5.477
O: -2.845 -0.009 -5.329
F: -0.724 0.297 -5.585
P: -1.777 4.918 -5.483
O: -0.395 5.802 -5.332
O: -2.968 5.631 -4.543
N: -0.539 2.855 -2.764
C: -1.643 1.955 -2.296
C: -3.091 2.547 -2.287
C: -4.192 1.449 -2.424
C: -4.409 0.594 -1.145
C: -3.354 -0.546 -1.028
N: -3.210 -1.300 -2.288
P: -0.857 4.437 -2.008
O: -0.692 4.065 -0.402
Cl: 0.700 5.783 -2.363
H: 6.080 3.582 -3.323
H: 4.823 4.778 -3.664
H: 5.332 4.391 -1.963
H: 4.165 2.266 -1.948
H: 4.444 2.052 -3.674
H: 2.651 4.161 -3.707
H: 2.096 3.410 -2.184
H: 2.679 1.888 -4.791
H: 0.663 0.484 -3.457
H: 1.777 1.017 -2.146
H: 2.402 0.050 -3.554
H: 0.045 2.224 -6.767
H: 0.699 3.841 -6.478
H: 1.795 2.464 -6.594
H: -2.455 2.469 -6.700
H: -3.404 2.336 -5.227
H: -0.629 6.584 -4.791
H: -3.760 5.076 -4.639
H: -1.403 1.731 -1.241
H: -1.627 0.965 -2.796
H: -3.287 3.301 -3.064
H: -3.276 3.027 -1.305
H: -5.139 2.007 -2.584
H: -4.066 0.808 -3.313
H: -5.390 0.089 -1.279
H: -4.509 1.213 -0.240
H: -2.401 -0.088 -0.711
H: -3.746 -1.246 -0.260
H: -2.793 -2.198 -2.067
H: -4.118 -1.462 -2.715
H: 0.253 4.098 -0.155
C: 5.552 -3.057 -0.112
O: 5.261 -2.042 0.840
C: 5.275 -0.737 0.283
C: 3.875 -0.256 -0.054
O: 3.273 -1.042 -1.072
C: 2.398 -2.034 -0.549
H: 5.207 -4.007 0.295
H: 5.049 -2.884 -1.066
H: 6.632 -3.114 -0.274
H: 5.925 -0.698 -0.597
H: 5.699 -0.071 1.043
H: 3.940 0.768 -0.436
H: 3.244 -0.238 0.841
H: 1.433 -1.580 -0.295
H: 2.812 -2.521 0.335
H: 2.240 -2.788 -1.318
C: 2.768 -5.107 2.549
O: 1.604 -5.137 1.731
C: 0.698 -6.167 2.105
C: -0.421 -5.643 2.987
O: 0.065 -5.166 4.232
C: 0.233 -3.758 4.262
H: 3.239 -4.129 2.432
H: 2.536 -5.255 3.605
H: 3.470 -5.879 2.219
H: 1.229 -6.988 2.597
H: 0.260 -6.556 1.180
H: -1.108 -6.467 3.206
H: -0.992 -4.863 2.470
H: -0.734 -3.272 4.431
H: 0.675 -3.377 3.338
H: 0.898 -3.516 5.091
C: 6.099 -7.838 6.953
O: 5.803 -6.823 7.901
C: 5.801 -5.521 7.335
C: 4.396 -5.052 6.998
O: 3.798 -5.849 5.986
C: 2.928 -6.844 6.509
H: 5.766 -8.790 7.365
H: 5.590 -7.674 6.000
H: 7.180 -7.884 6.785
H: 6.447 -5.482 6.451
H: 6.222 -4.846 8.087
H: 4.454 -4.031 6.608
H: 3.767 -5.031 7.894
H: 1.961 -6.397 6.760
H: 3.344 -7.328 7.395
H: 2.777 -7.599 5.738
C: 1.605 2.397 5.520
O: 0.361 2.397 4.831
C: 0.116 3.607 4.132
C: 0.469 3.486 2.660
O: 1.859 3.268 2.458
C: 2.177 1.900 2.256
H: 1.864 1.363 5.743
H: 2.408 2.836 4.923
H: 1.508 2.947 6.460
H: 0.655 4.439 4.595
H: -0.956 3.812 4.216
H: 0.220 4.430 2.164
H: -0.117 2.693 2.181
H: 1.958 1.618 1.219
H: 1.626 1.245 2.932
H: 3.244 1.772 2.437
C: -8.425 0.478 -1.063
O: -7.764 1.705 -1.338
C: -8.106 2.235 -2.613
C: -9.183 3.302 -2.513
O: -10.409 2.772 -2.039
C: -10.608 2.985 -0.649
H: -8.384 0.308 0.012
H: -9.471 0.495 -1.373
H: -7.908 -0.344 -1.570
H: -8.412 1.435 -3.294
H: -7.199 2.695 -3.021
H: -9.372 3.700 -3.515
H: -8.852 4.133 -1.882
H: -10.959 4.008 -0.477
H: -9.697 2.815 -0.072
H: -11.372 2.289 -0.307

Mulliken atomic charge list, values in e, 6 entries: -1.3617 0.3666 -0.4751 -0.2357 -1.0645 0.9723



3.
Molecular formula: C34H82Br3N3O19P4
Method: DFT, the ωB97M-V functional and the def2-TZVPD basis

## Properties
gap between HOMO and LUMO: 8.63 eV
energy above the lowest of the compared OMol25 structures with the same formula, charge and spin: 304.0 kJ/mol
SMILES: CCOP(=O)(OCC)OCC.CCOP(=O)(OCC)OCC.CCOP(=O)(OCC)OCC.CCOP(=O)(OCC)OCC.BrC(Br)Br.CN(C)C=O.CN(C)C=O.CN(C)C=O
LUMO level: -0.2 eV
spin multiplicity: 1
HOMO energy: -8.84 eV

CARTESIAN COORDINATES (ANGSTROEM)
C: -0.982 4.541 3.573
O: -1.526 3.718 2.831
N: 0.062 5.307 3.239
C: 0.748 5.939 4.357
C: 0.793 5.215 1.974
H: -1.355 4.803 4.575
H: 1.781 5.594 4.421
H: 0.439 5.615 5.350
H: 0.666 7.026 4.355
H: 1.748 4.712 2.122
H: 0.269 4.640 1.211
H: 0.997 6.192 1.536
C: -1.372 0.356 2.854
O: -1.773 -0.407 1.963
N: -1.115 -0.051 4.101
C: -0.484 0.955 4.935
C: -1.196 -1.416 4.613
H: -1.092 1.399 2.637
H: 0.496 0.633 5.287
H: -1.151 1.094 5.787
H: -0.406 1.982 4.578
H: -0.214 -1.888 4.592
H: -1.630 -1.370 5.611
H: -1.802 -2.013 3.931
C: -1.024 -3.163 0.383
O: 0.098 -3.601 0.176
N: -1.847 -2.837 -0.618
C: -3.008 -2.001 -0.379
C: -1.602 -3.151 -2.028
H: -1.310 -2.945 1.424
H: -3.181 -1.421 0.528
H: -3.889 -2.631 -0.503
H: -3.041 -1.261 -1.179
H: -0.771 -3.830 -2.220
H: -2.468 -3.674 -2.434
H: -1.343 -2.276 -2.624
C: 2.463 0.086 -5.789
Br: 2.678 0.237 -7.778
Br: 3.127 -1.660 -5.039
Br: 0.642 0.418 -5.120
H: 3.136 0.852 -5.404
C: 2.248 0.647 2.091
C: 1.518 1.706 1.313
O: 0.516 1.245 0.402
P: 0.874 1.329 -1.164
O: 1.359 2.626 -1.631
O: -0.461 0.811 -1.997
C: -1.477 1.739 -2.359
C: -1.143 2.632 -3.567
O: 1.881 0.079 -1.471
C: 1.409 -1.200 -1.261
C: 2.761 -1.905 -1.211
H: 3.126 0.229 1.598
H: 2.708 0.954 3.030
H: 1.494 -0.113 2.295
H: 0.948 2.271 2.051
H: 2.228 2.437 0.925
H: -2.314 1.075 -2.573
H: -1.803 2.325 -1.500
H: -0.264 3.221 -3.306
H: -1.186 2.210 -4.571
H: -2.009 3.288 -3.662
H: 1.002 -1.249 -0.251
H: 0.770 -1.555 -2.070
H: 3.354 -1.930 -2.125
H: 3.438 -1.552 -0.433
H: 2.610 -2.931 -0.875
C: -3.448 5.365 0.833
C: -2.485 4.733 -0.169
O: -1.584 5.768 -0.505
P: -2.062 6.719 -1.747
O: -3.482 6.967 -1.932
O: -1.102 8.044 -1.408
C: -1.261 8.837 -0.267
C: -2.149 10.042 -0.769
O: -1.337 6.092 -3.026
C: -1.104 6.831 -4.199
C: -2.385 6.774 -5.101
H: -4.203 4.628 1.106
H: -2.950 5.622 1.768
H: -3.986 6.285 0.605
H: -1.947 3.842 0.156
H: -3.073 4.348 -1.002
H: -1.747 8.358 0.583
H: -0.262 9.178 0.002
H: -1.855 10.350 -1.772
H: -3.206 9.777 -0.754
H: -2.083 10.857 -0.048
H: -0.739 7.844 -4.030
H: -0.288 6.251 -4.631
H: -3.281 7.303 -4.774
H: -2.117 7.329 -5.999
H: -2.692 5.753 -5.328
C: -4.268 -5.869 -6.016
C: -3.667 -5.036 -4.914
O: -2.321 -5.314 -4.795
P: -1.751 -6.393 -3.754
O: -2.571 -6.508 -2.552
O: -1.625 -7.771 -4.632
C: -1.181 -7.677 -5.986
C: -1.701 -8.885 -6.670
O: -0.208 -5.917 -3.585
C: 0.526 -6.171 -2.329
C: 1.819 -5.258 -2.322
H: -5.275 -5.563 -6.300
H: -3.666 -5.832 -6.923
H: -4.365 -6.875 -5.608
H: -3.729 -3.997 -5.238
H: -4.133 -5.119 -3.932
H: -1.579 -6.856 -6.583
H: -0.092 -7.719 -5.989
H: -1.033 -9.723 -6.472
H: -2.680 -9.180 -6.292
H: -1.768 -8.816 -7.756
H: -0.004 -6.038 -1.386
H: 0.793 -7.228 -2.336
H: 2.315 -5.510 -3.259
H: 1.467 -4.231 -2.224
H: 2.535 -5.485 -1.533
C: 7.071 -2.508 4.518
C: 5.876 -1.626 4.852
O: 5.001 -2.277 5.827
P: 3.461 -1.850 5.715
O: 3.196 -0.486 5.277
O: 2.797 -3.137 4.945
C: 2.363 -2.995 3.593
C: 3.462 -3.258 2.548
O: 2.965 -2.082 7.232
C: 1.606 -1.763 7.500
C: 0.626 -2.915 7.209
H: 6.687 -3.515 4.357
H: 7.523 -2.098 3.615
H: 7.774 -2.489 5.351
H: 6.392 -0.725 5.184
H: 5.442 -1.273 3.917
H: 1.575 -3.740 3.477
H: 1.865 -2.077 3.282
H: 3.829 -4.266 2.743
H: 2.974 -3.299 1.574
H: 4.251 -2.510 2.471
H: 1.527 -1.526 8.561
H: 1.450 -0.784 7.047
H: -0.371 -2.746 7.616
H: 0.524 -3.257 6.179
H: 0.975 -3.827 7.694

Mulliken atomic charge list, values in e, 6 entries: -0.2844 -0.4192 0.3773 -1.1549 -0.7948 0.4523